This record from OMol25 describes a structure of composition C37H47GeN2O6Re in a non-equilibrium geometry. The level of theory is wB97M-V/def2-TZVPD.

* orbital gap (spin up / spin down): 5.738 / 5.485 eV
* charge: +1
* spin multiplicity: 2
* M: 874.61 g/mol

Last column: Löwdin spin population.
CARTESIAN COORDINATES (ANGSTROEM)
Re: -0.438 0.330 0.326  1.096
C: -1.806 2.363 -2.293  0.001
O: -1.875 2.344 -0.870  0.041
C: -1.359 3.527 -0.266  0.004
C: -1.733 3.501 1.219  0.002
O: -1.158 2.405 1.914  0.016
C: -0.233 2.706 2.954  0.001
C: 1.211 2.386 2.571  0.000
O: 1.340 0.982 2.432  0.000
C: 2.666 0.578 2.127  0.000
H: -2.410 3.185 -2.688  0.001
H: -0.777 2.463 -2.640  -0.001
H: -2.199 1.411 -2.640  0.000
H: -0.269 3.560 -0.390  0.001
H: -1.810 4.411 -0.733  0.000
H: -1.431 4.446 1.676  0.000
H: -2.822 3.394 1.293  0.000
H: -0.311 3.759 3.241  0.000
H: -0.506 2.085 3.812  0.000
H: 1.463 2.879 1.622  0.000
H: 1.889 2.747 3.357  0.000
H: 3.346 0.868 2.935  0.000
H: 2.644 -0.503 2.025  0.001
H: 3.010 1.025 1.188  -0.002
C: -2.681 -2.812 -2.950  0.000
O: -3.680 -2.182 -2.144  0.000
C: -3.239 -1.221 -1.331  0.000
O: -2.060 -0.908 -1.250  0.005
N: -4.224 -0.649 -0.610  0.000
N: -3.995 0.447 0.239  0.002
H: -3.215 -3.486 -3.615  0.000
H: -1.982 -3.369 -2.324  0.000
H: -2.125 -2.067 -3.519  0.000
H: -5.191 -0.894 -0.773  0.000
H: -3.441 0.159 1.046  0.001
H: -3.462 1.169 -0.252  0.000
C: 0.883 0.815 -0.887  -0.228
Ge: 2.275 0.740 -2.240  -0.025
C: 1.751 1.986 -3.709  -0.005
C: 1.756 1.630 -5.050  0.000
C: 1.438 2.555 -6.029  0.000
C: 1.128 3.856 -5.683  0.000
C: 1.121 4.225 -4.349  0.000
C: 1.424 3.295 -3.372  -0.001
C: 2.425 -1.202 -2.617  -0.004
C: 2.869 -2.001 -1.570  -0.001
C: 3.039 -3.362 -1.741  0.000
C: 2.764 -3.949 -2.966  0.000
C: 2.291 -3.166 -4.003  0.000
C: 2.115 -1.805 -3.827  -0.001
C: 3.970 1.398 -1.433  -0.003
C: 4.001 2.621 -0.775  -0.001
C: 5.178 3.099 -0.231  0.000
C: 6.341 2.354 -0.335  0.000
C: 6.319 1.133 -0.987  0.000
C: 5.140 0.661 -1.536  0.000
H: 2.026 0.628 -5.339  0.000
H: 1.446 2.255 -7.067  0.000
H: 0.898 4.582 -6.448  0.000
H: 0.892 5.242 -4.067  0.000
H: 1.418 3.589 -2.331  -0.001
H: 3.077 -1.543 -0.611  0.000
H: 3.392 -3.971 -0.922  0.000
H: 2.911 -5.010 -3.108  0.000
H: 2.061 -3.619 -4.957  0.000
H: 1.722 -1.218 -4.642  0.000
H: 3.091 3.202 -0.693  -0.001
H: 5.191 4.055 0.272  0.000
H: 7.261 2.727 0.088  0.000
H: 7.224 0.550 -1.073  0.000
H: 5.124 -0.289 -2.054  0.000
C: -3.812 -4.261 6.669  0.002
C: -3.334 -3.609 5.415  0.010
C: -2.917 -2.283 5.401  -0.001
C: -2.431 -1.682 4.255  0.008
C: -2.002 -0.249 4.291  0.002
C: -2.342 -2.442 3.060  0.002
C: -1.739 -1.934 1.870  0.034
O: -1.252 -0.795 1.697  0.033
C: -2.823 -3.781 3.053  0.008
C: -2.844 -4.604 1.799  0.001
C: -3.294 -4.331 4.224  -0.001
H: -4.004 -3.526 7.444  0.000
H: -3.059 -4.958 7.040  0.001
H: -4.719 -4.834 6.483  0.000
H: -2.969 -1.710 6.317  0.000
H: -2.200 0.186 5.269  0.000
H: -2.536 0.338 3.541  0.000
H: -0.935 -0.167 4.077  0.001
H: -1.687 -2.641 1.033  0.002
H: -1.836 -4.779 1.424  0.000
H: -3.428 -4.115 1.019  0.000
H: -3.299 -5.570 1.995  0.000
H: -3.639 -5.356 4.225  0.000